Formula: C22H39CrN7OSSe2
Source: OMol25
Level of theory: wB97M-V/def2-TZVPD

The calculation puts the total energy at -205853.114 eV. As for the gap between HOMO and LUMO (alpha / beta): 7.483 / 7.482 eV. Its net charge is +3. The calculation puts the HOMO energy (alpha / beta) at -16.0 / -16.0 eV. Its spin multiplicity is 4. Its expectation value of S² is 3.791. The value obtained for the energy above the lowest of the compared OMol25 structures with the same formula, charge and spin is 0.000 eV.

Each line ends with the Löwdin spin population.
Positions of all 73 atoms, in Å:
Se1 2.62 0.72 0.43  -0.04
Se2 -0.09 2.49 1.72  -0.03
Cr1 0.08 0.40 0.18  2.97
S1 -0.61 2.47 -2.37  0.01
O1 0.01 1.29 -1.56  0.05
N1 0.15 -0.71 1.86  0.00
N2 -1.91 0.13 0.25  0.00
N3 1.61 -2.05 -0.62  0.00
N4 0.42 -1.32 -0.98  -0.02
N5 -2.14 -0.98 2.30  0.00
N6 -3.98 -0.62 1.00  0.01
N7 -0.60 -1.53 3.92  0.01
C1 -2.66 -0.47 1.14  0.01
C2 1.16 -1.54 -5.35  0.00
C3 2.67 2.63 0.83  0.00
C4 -0.98 6.48 -4.21  0.00
C5 3.41 0.73 -1.34  0.00
C6 -0.81 -1.06 2.70  0.01
C7 -0.68 -0.71 -4.05  0.00
C8 0.69 5.83 -5.82  0.00
C9 0.41 4.55 -3.80  0.00
C10 0.78 -1.75 4.36  0.00
C11 -0.33 6.68 -5.42  0.00
C12 1.45 -0.24 -5.75  0.00
C13 0.68 0.82 -5.29  0.00
C14 1.05 4.77 -5.01  0.00
C15 -0.61 5.42 -3.39  0.00
C16 -1.69 -1.93 4.81  0.00
C17 -0.55 4.09 0.71  0.00
C18 0.83 3.39 -2.94  0.00
C19 -0.38 0.60 -4.42  0.00
C20 0.08 -1.77 -4.51  0.00
C21 -1.21 1.73 -3.91  0.00
C22 1.79 2.90 2.03  0.00
H1 -0.62 7.51 -6.05  0.00
H2 1.21 6.00 -6.75  0.00
H3 1.44 -2.48 0.29  0.00
H4 -2.42 -1.13 4.92  0.00
H5 -1.26 2.58 -4.59  0.00
H6 2.26 -0.06 -6.44  0.00
H7 1.74 -2.36 -5.73  0.00
H8 2.10 2.32 2.90  0.00
H9 0.17 4.27 -0.08  0.00
H10 3.62 -0.31 -1.58  0.00
H11 -0.57 4.91 1.42  0.00
H12 4.34 1.29 -1.28  0.00
H13 -4.56 -1.07 1.69  0.00
H14 1.06 -0.82 2.29  0.00
H15 -1.28 -2.12 5.80  0.00
H16 -2.81 -1.38 2.94  0.00
H17 -1.10 5.30 -2.44  0.00
H18 1.28 -2.50 3.73  0.00
H19 -2.17 -2.85 4.47  0.00
H20 2.72 1.16 -2.06  0.00
H21 0.55 -0.95 -1.92  0.00
H22 -4.47 -0.24 0.20  0.00
H23 3.70 2.90 1.03  0.00
H24 1.35 3.70 -2.03  0.00
H25 -0.19 -2.79 -4.26  0.00
H26 1.76 -2.80 -1.28  0.00
H27 -0.40 -1.92 -1.02  0.00
H28 0.76 -2.13 5.38  0.00
H29 -2.23 1.42 -3.69  0.00
H30 -2.44 0.46 -0.55  0.00
H31 -1.54 3.94 0.28  0.00
H32 -1.76 7.15 -3.89  0.00
H33 2.33 3.18 -0.05  0.00
H34 1.83 3.95 2.33  0.00
H35 1.46 2.68 -3.48  0.00
H36 -1.57 -0.90 -3.45  0.00
H37 1.35 -0.82 4.37  0.00
H38 0.89 1.82 -5.65  0.00
H39 1.86 4.11 -5.32  0.00

Formula: C8H10NO
Source: OMol25
Level of theory: wB97M-V/def2-TZVPD

The calculation puts the total energy at -11983.180 eV. As for the gap between HOMO and LUMO: 7.018 eV. Its net charge is +1. The calculation puts the HOMO energy at -12.8 eV. The value obtained for the energy above the lowest of the compared OMol25 structures with the same formula, charge and spin is 5.924 eV.

Each line ends with the Mulliken charge.
Positions of all 20 atoms, in Å:
O1 0.98 2.77 -0.28  -0.17
N1 2.31 -0.35 -0.09  0.27
C1 -0.08 0.48 -0.37  0.37
C2 -1.43 0.32 -0.16  0.92
C3 3.41 -0.91 0.57  -0.58
C4 -2.29 1.48 0.08  -1.27
C5 0.56 1.70 -0.36  0.23
C6 0.96 -0.75 -0.31  -0.72
C7 3.42 0.09 -0.57  -0.26
C8 -2.06 -1.01 -0.15  -1.38
H1 3.74 -1.97 0.48  0.26
H2 -1.78 2.42 -0.32  0.37
H3 0.60 -1.27 0.51  0.47
H4 3.56 -0.52 1.60  0.22
H5 -1.47 -1.95 -0.06  0.34
H6 -2.51 1.58 1.17  0.38
H7 -3.27 1.38 -0.45  0.36
H8 -2.65 -0.92 0.77  0.40
H9 0.74 -1.48 -1.17  0.37
H10 -2.74 -1.10 -0.90  0.44

Formula: C19H27N2SY
Source: OMol25
Level of theory: wB97M-V/def2-TZVPD

The calculation puts the total energy at -34987.869 eV. As for the gap between HOMO and LUMO: 8.436 eV. Its net charge is +2. The calculation puts the HOMO energy at -15.2 eV. The value obtained for the energy above the lowest of the compared OMol25 structures with the same formula, charge and spin is 0.472 eV.

Each line ends with the Mulliken charge.
Positions of all 50 atoms, in Å:
Y1 1.25 -1.03 0.17  1.03
S1 1.03 0.31 -2.19  -0.44
N1 -1.42 -0.76 -2.70  0.00
N2 -1.26 1.39 -3.16  0.08
C1 -0.50 1.62 0.65  -0.54
C2 3.64 -1.04 -0.91  -0.62
C3 0.84 0.97 2.51  -1.09
C4 -2.67 -0.48 -3.44  -0.57
C5 3.57 0.19 -0.23  -0.44
C6 3.55 -2.09 0.06  -0.54
C7 -0.62 0.33 -2.70  0.21
C8 -0.93 -0.51 1.74  0.21
C9 0.13 -0.22 2.61  -0.19
C10 1.34 3.19 1.41  -1.47
C11 0.55 1.92 1.52  0.84
C12 3.42 -1.48 1.33  -0.69
C13 -0.75 2.75 -3.26  -0.92
C14 -0.72 -3.01 1.93  -1.28
C15 -1.68 -1.82 1.84  0.14
C16 -2.63 -1.82 3.04  -1.51
C17 3.45 -0.07 1.15  -0.38
C18 -1.23 0.43 0.76  -0.30
C19 -2.62 1.05 -3.59  -0.57
H1 -0.77 2.33 -0.12  0.40
H2 2.28 3.01 0.90  0.23
H3 -0.98 -1.66 -2.80  0.31
H4 0.24 2.80 -2.82  0.30
H5 -2.78 1.39 -4.62  0.38
H6 -3.34 1.56 -2.95  0.33
H7 -3.19 -2.76 3.08  0.45
H8 3.78 -1.18 -1.97  0.48
H9 0.05 -3.07 1.13  0.27
H10 -0.69 3.04 -4.31  0.33
H11 1.62 1.18 3.24  0.61
H12 -2.08 -1.71 3.97  0.36
H13 3.68 1.16 -0.69  0.47
H14 3.40 -2.01 2.27  0.58
H15 -0.18 -3.04 2.88  0.34
H16 -2.29 -1.92 0.93  0.37
H17 1.57 3.58 2.40  0.42
H18 -2.05 0.24 0.08  0.48
H19 0.39 -0.92 3.40  0.45
H20 -1.44 3.42 -2.74  0.36
H21 0.79 3.95 0.85  0.44
H22 3.47 0.66 1.94  0.60
H23 3.61 -3.15 -0.13  0.57
H24 -1.28 -3.94 1.84  0.47
H25 -3.35 -1.01 2.97  0.39
H26 -3.53 -0.81 -2.88  0.29
H27 -2.66 -0.98 -4.40  0.37

Formula: CN4S2
Source: OMol25
Level of theory: wB97M-V/def2-TZVPD

The calculation puts the total energy at -28662.364 eV. As for the gap between HOMO and LUMO: 7.997 eV. Its SMILES is n1nc2ssn2n1. The calculation puts the HOMO energy at -9.5 eV. The value obtained for the energy above the lowest of the compared OMol25 structures with the same formula, charge and spin is 2.230 eV.

Each line ends with the Mulliken charge.
Positions of all 7 atoms, in Å:
S1 0.96 1.21 -1.49  -0.08
S2 -0.44 2.04 -0.15  0.08
N1 -0.89 -0.52 1.16  -0.19
N2 0.54 -1.43 -0.24  -0.24
N3 -0.49 0.51 0.53  0.15
N4 -0.32 -1.58 0.78  -0.21
C1 0.64 -0.23 -0.60  0.49

Formula: C3S5
Source: OMol25
Level of theory: wB97M-V/def2-TZVPD

The calculation puts the total energy at -57284.554 eV. As for the gap between HOMO and LUMO (alpha / beta): 5.344 / 5.220 eV. Its net charge is -2. The calculation puts the HOMO energy (alpha / beta) at 0.1 / 0.1 eV. The value obtained for the energy above the lowest of the compared OMol25 structures with the same formula, charge and spin is 1.486 eV.

Each line ends with the Mulliken charge.
Positions of all 8 atoms, in Å:
S1 1.07 -2.30 -0.21  -0.46
S2 1.54 1.32 -0.23  -0.26
S3 -2.39 -0.41 -0.40  -0.45
S4 -1.12 2.16 -1.18  -0.49
S5 1.15 -0.80 2.11  -0.42
C1 0.77 -0.89 0.53  -0.25
C2 -1.07 0.67 -0.56  0.54
C3 0.05 0.24 -0.05  -0.21

Formula: C3H9NO3
Source: OMol25
Level of theory: wB97M-V/def2-TZVPD

The calculation puts the total energy at -10879.448 eV. As for the gap between HOMO and LUMO (alpha / beta): 11.821 / 6.686 eV. Its net charge is +1. The calculation puts the HOMO energy (alpha / beta) at -15.9 / -15.9 eV. Its spin multiplicity is 2. Its expectation value of S² is 0.756. The value obtained for the energy above the lowest of the compared OMol25 structures with the same formula, charge and spin is 1.354 eV.

Each line ends with the Löwdin spin population.
Positions of all 16 atoms, in Å:
O1 1.30 1.61 -1.40  0.72
O2 -0.20 -2.39 -0.68  0.01
O3 0.98 -0.56 -1.70  0.05
N1 -1.05 -0.30 0.16  0.01
C1 0.31 0.35 0.41  0.10
C2 0.91 0.53 -1.03  0.09
C3 0.28 1.63 1.27  0.00
H1 -0.84 -1.44 -0.35  0.00
H2 -1.58 -0.64 0.91  0.00
H3 0.57 -1.61 -1.19  0.00
H4 -0.75 -2.67 -1.40  0.00
H5 -1.62 0.18 -0.45  0.00
H6 -0.18 1.31 2.17  0.00
H7 -0.42 2.39 0.91  0.00
H8 1.24 2.10 1.50  0.00
H9 1.06 -0.47 0.89  0.01

Formula: C5H9NO
Source: OMol25
Level of theory: wB97M-V/def2-TZVPD

The calculation puts the total energy at -8868.043 eV. As for the gap between HOMO and LUMO: 11.429 eV. Its SMILES is CC(C)(C#N)CO. The calculation puts the HOMO energy at -10.8 eV. The value obtained for the energy above the lowest of the compared OMol25 structures with the same formula, charge and spin is 1.170 eV.

Each line ends with the Mulliken charge.
Positions of all 16 atoms, in Å:
O1 1.94 -0.92 0.11  -0.51
N1 -1.00 2.69 0.66  -0.50
C1 -1.14 -0.80 0.79  -1.68
C2 -0.25 0.23 0.07  1.92
C3 1.21 0.16 0.64  -0.87
C4 -0.72 1.60 0.39  -0.19
C5 -0.26 0.01 -1.45  -1.58
H1 -2.16 -0.78 0.40  0.40
H2 -0.05 0.92 -2.01  0.38
H3 -1.18 -0.59 1.86  0.39
H4 -0.72 -1.79 0.64  0.39
H5 1.72 1.12 0.47  0.37
H6 0.49 -0.74 -1.71  0.35
H7 -1.22 -0.39 -1.79  0.38
H8 2.18 -0.70 -0.80  0.32
H9 1.15 -0.01 1.72  0.42

Formula: C4H11GaIO
Source: OMol25
Level of theory: wB97M-V/def2-TZVPD

The calculation puts the total energy at -66852.346 eV. As for the gap between HOMO and LUMO: 7.808 eV. Its net charge is -1. The calculation puts the HOMO energy at -4.6 eV.

Each line ends with the Mulliken charge.
Positions of all 18 atoms, in Å:
I1 -2.34 -3.40 -0.51  -0.53
Ga1 -2.58 -0.82 0.13  0.21
O1 2.93 -0.71 -0.29  -0.58
C1 1.27 1.05 0.03  -0.53
C2 -0.27 1.02 0.30  -0.83
C3 -0.95 0.09 -0.76  -0.67
C4 1.91 -0.25 0.58  -0.51
H1 -0.25 -0.64 -1.17  0.25
H2 -0.69 2.02 0.17  0.36
H3 1.67 1.95 0.51  0.29
H4 1.49 1.11 -1.04  0.31
H5 -1.25 0.74 -1.59  0.43
H6 1.13 -1.01 0.66  0.28
H7 -0.40 0.67 1.32  0.34
H8 2.51 -1.00 -1.09  0.32
H9 -3.91 -0.18 -0.54  -0.28
H10 -2.59 -0.64 1.73  -0.23
H11 2.32 -0.02 1.56  0.36

Formula: C4H7N
Source: OMol25
Level of theory: wB97M-V/def2-TZVPD

The calculation puts the total energy at -5746.111 eV. As for the gap between HOMO and LUMO: 6.700 eV. Its SMILES is C=NC(=C)C. The calculation puts the HOMO energy at -6.8 eV. The value obtained for the energy above the lowest of the compared OMol25 structures with the same formula, charge and spin is 5.306 eV.

Each line ends with the Mulliken charge.
Positions of all 12 atoms, in Å:
N1 -0.59 0.34 0.38  -0.28
C1 -1.88 0.50 0.32  -0.44
C2 -0.09 -1.11 -0.92  -0.74
C3 0.53 -0.10 -0.16  0.51
C4 1.90 0.33 0.23  -0.99
H1 -0.63 -0.88 -1.84  0.29
H2 -0.53 -2.00 -0.46  0.26
H3 2.33 1.19 -0.29  0.25
H4 1.96 0.54 1.30  0.31
H5 2.52 -0.54 0.06  0.28
H6 -2.48 -0.36 0.09  0.28
H7 -2.16 1.53 0.46  0.26

Formula: C5H6O2S
Source: OMol25
Level of theory: wB97M-V/def2-TZVPD

The calculation puts the total energy at -20208.236 eV. As for the gap between HOMO and LUMO (alpha / beta): 7.733 / 7.635 eV. The calculation puts the HOMO energy (alpha / beta) at -8.1 / -8.3 eV. The value obtained for the energy above the lowest of the compared OMol25 structures with the same formula, charge and spin is 3.970 eV.

Each line ends with the Mulliken charge.
Positions of all 14 atoms, in Å:
S1 0.00 0.96 1.97  -0.03
O1 0.27 -1.15 -1.49  -0.57
O2 -0.70 0.96 -1.19  -0.26
C1 0.91 -0.21 2.94  -0.45
C2 1.14 -1.08 1.66  -0.37
C3 -0.03 -0.20 -0.81  0.49
C4 0.31 -0.14 0.64  0.11
C5 -1.22 1.16 -2.49  -0.65
H1 2.19 -1.36 1.42  0.30
H2 -0.35 1.15 -3.14  0.29
H3 -1.89 2.09 -2.37  0.19
H4 -1.81 0.40 -2.83  0.34
H5 0.54 -2.13 1.80  0.21
H6 0.64 -0.45 3.89  0.40

Formula: C6H3ClN2O3S
Source: OMol25
Level of theory: wB97M-V/def2-TZVPD

The calculation puts the total energy at -38745.795 eV. As for the gap between HOMO and LUMO: 9.330 eV. Its SMILES is N#C[C@H]1C(Cl)=CS[C@]1(C=O)[N+](=O)[O-]. The calculation puts the HOMO energy at -9.6 eV. The value obtained for the energy above the lowest of the compared OMol25 structures with the same formula, charge and spin is 0.000 eV.

Each line ends with the Mulliken charge.
Positions of all 16 atoms, in Å:
Cl1 -1.05 1.87 2.48  -0.16
S1 -0.90 -1.77 0.14  -0.12
O1 2.46 0.16 0.02  -0.59
O2 1.33 -1.26 -2.41  -0.43
O3 2.03 -1.83 0.65  -0.59
N1 -1.75 1.97 -1.46  -0.46
N2 1.77 -0.76 0.12  1.10
C1 -0.84 0.54 1.41  -0.26
C2 -1.02 1.55 -0.68  0.05
C3 -1.31 -0.74 1.48  -0.19
C4 0.39 -0.52 -0.32  0.24
C5 0.50 -0.57 -1.88  -0.08
C6 0.00 0.89 0.20  0.17
H1 -0.41 -0.06 -2.36  0.31
H2 0.76 1.68 0.41  0.46
H3 -1.95 -1.15 2.20  0.55

Formula: C5H10N3O3S
Source: OMol25
Level of theory: wB97M-V/def2-TZVPD

The calculation puts the total energy at -26791.975 eV. As for the gap between HOMO and LUMO (alpha / beta): 3.410 / 3.408 eV. Its net charge is -1. The calculation puts the HOMO energy (alpha / beta) at -3.2 / -3.2 eV. The value obtained for the energy above the lowest of the compared OMol25 structures with the same formula, charge and spin is 1.294 eV.

Each line ends with the Mulliken charge.
Positions of all 22 atoms, in Å:
S1 2.16 3.97 0.19  -0.75
O1 0.50 -2.58 1.65  -0.46
O2 -1.50 0.15 1.47  -0.63
O3 -2.82 1.40 0.25  -0.65
N1 -1.70 -2.06 -1.36  -0.72
N2 0.12 -1.62 0.96  0.31
N3 0.05 -0.49 -0.96  0.11
C1 1.05 -0.75 0.09  -0.10
C2 1.51 0.45 0.88  -1.06
C3 -1.82 0.74 0.35  0.80
C4 -0.46 -1.75 -1.26  0.16
C5 -0.84 0.64 -0.81  -0.75
H1 1.42 3.25 -0.66  -0.17
H2 0.65 1.03 1.31  0.30
H3 -2.34 -1.17 -1.26  0.32
H4 -1.43 0.76 -1.72  0.43
H5 0.22 -2.61 -1.44  0.42
H6 2.21 1.08 0.27  0.21
H7 -0.64 -0.66 1.42  0.39
H8 2.06 0.01 1.70  0.41
H9 1.88 -1.46 -0.24  0.40
H10 -0.28 1.67 -0.84  0.02